1.
The following is a DFT calculation (ωB97M-V/def2-TZVPD) of a molecular structure, C21H14AgF3N6S3.

XYZ file:
```
48
Properties=species:S:1:pos:R:3:forces:R:3
C 1.634368 0.820732 -5.668849 0.01 0.02 -0.01
C 1.962145 -2.265778 -3.993551 -0.02 -0.02 -0.03
N 1.559277 0.965018 2.826083 -0.07 0.03 0.05
C -2.981962 1.873835 1.928376 0.05 0.04 0.04
C 0.944731 0.019367 -7.829112 0.02 0.00 0.00
C 0.905484 -1.845755 -0.414398 -0.07 -0.06 0.16
H -0.195122 0.411374 1.369658 -0.03 -0.04 0.01
C -0.027000 1.305889 -3.918644 -0.02 0.04 -0.04
F 2.180454 -1.491219 -9.174752 0.00 0.01 0.00
N -4.993135 1.512054 3.524123 0.00 0.00 0.00
H -1.735002 0.605510 -5.842649 0.00 0.00 0.00
N 0.550982 -0.272870 1.224017 0.01 0.01 0.05
N 0.476492 -0.697743 -0.099587 0.21 0.07 -0.12
H 2.858977 -2.241836 -4.600802 0.00 0.00 0.00
H 2.990453 0.314563 -7.241849 0.00 0.00 0.00
H 2.426321 1.311113 3.198716 0.01 0.00 0.00
Ag -1.027511 1.950162 -0.820193 -0.04 -0.04 -0.04
C -0.340152 1.608379 -2.773023 -0.06 0.06 -0.03
H -1.171846 -0.169972 -8.119885 0.00 0.00 0.00
S -3.033145 0.953070 0.467536 -0.04 -0.05 -0.01
C -0.384253 0.109197 -7.432146 -0.01 0.00 0.00
H 2.457734 -3.104494 0.343454 -0.02 -0.02 0.00
C -4.091417 1.682742 2.825799 -0.02 -0.01 0.00
H 2.414453 1.088703 -4.968679 0.00 0.00 0.00
H 2.978942 -1.968709 -2.113002 0.00 0.01 0.01
C -0.702186 0.547088 -6.159178 0.01 0.02 -0.02
S -0.564934 3.121868 1.369355 0.03 0.07 0.13
C 0.295965 0.910617 -5.239218 0.04 -0.09 0.05
C 0.850407 -2.107440 -1.888603 -0.02 -0.01 -0.05
C 0.715544 -2.403462 -4.585293 0.02 -0.01 0.01
N -2.148975 3.967091 4.581256 0.00 0.02 -0.02
C 2.034919 -2.122002 -2.620708 -0.01 0.06 0.01
H 1.208487 -2.720851 1.522321 -0.01 0.03 -0.01
H -1.393393 -2.514291 -4.187933 0.00 0.00 -0.01
C -1.997253 2.746276 2.306905 0.03 -0.02 -0.08
C -2.101719 3.421104 3.564952 0.00 -0.03 0.05
F 0.264613 -0.829709 -9.934340 -0.01 -0.01 0.00
N -0.346679 -2.276807 -2.440894 0.01 -0.04 0.00
S 3.243615 -0.535335 1.435794 0.00 0.00 0.01
C 1.321704 -0.439859 -9.192829 0.01 0.01 -0.01
H 0.607277 -2.475485 -5.659978 0.00 0.00 0.00
C 1.722778 0.064869 1.826358 0.01 0.00 -0.07
F 1.954906 0.519895 -9.917257 0.00 -0.02 0.01
C -0.399906 -2.409811 -3.763885 0.01 0.00 0.02
C 1.386612 -2.951376 0.474989 -0.04 -0.01 -0.05
H 0.858490 -3.867406 0.195265 0.00 -0.01 0.00
C 1.952637 0.382539 -6.936302 -0.01 0.00 -0.01
H 0.823173 1.666102 2.693489 0.02 -0.01 -0.01
```
Forces are in eV/Å.

Summary:
* Kohn-Sham gap: 5.573 eV
* total charge: -2

Atomic partial charges in e from the Mulliken method, atoms 1 to 8: C -0.68; C -0.47; N -0.38; C 0.48; C 0.56; C 0.22; H 0.07; C -0.83

***

2.
The following is a DFT calculation (ωB97M-V/def2-TZVPD) of C14H19N3O3 in the gas phase at a distorted geometry.

XYZ file:
```
39
Properties=species:S:1:pos:R:3:forces:R:3
H -0.692701 0.813286 2.941661 -0.04 -0.11 -0.01
C 0.229882 1.085152 -2.756455 0.34 0.06 -0.12
C 1.901324 -1.299662 1.437608 -0.04 0.17 0.05
H 1.144519 -0.820548 3.397634 0.05 -0.03 0.07
H -3.412252 0.109105 -0.010239 -0.02 0.01 0.02
H 2.141017 -2.310487 1.774417 -0.07 -0.03 -0.08
C -0.805878 0.168790 -2.189582 -0.37 -0.05 0.06
H 0.930665 -1.342281 0.938093 -0.02 -0.09 -0.01
C 2.991196 -0.857982 0.503558 -0.38 -0.17 0.26
H 2.816626 -0.330129 3.118450 0.00 -0.06 0.08
C -0.819852 -1.176913 -2.562840 -0.10 0.22 0.11
H -0.313766 3.235685 2.493261 0.01 0.13 0.06
H 0.197447 1.076392 -3.847553 0.07 0.04 0.07
N 2.917422 -0.235763 -0.592889 0.87 0.28 -0.52
H 1.918015 1.415277 1.473802 0.06 0.09 -0.03
O -4.409882 -2.024308 0.287145 -0.18 0.04 0.16
O 2.611053 0.894529 -3.081138 0.15 0.07 -0.20
H 1.586028 1.688465 3.178291 0.04 0.08 -0.03
N -3.629776 -2.475378 -0.525218 -0.41 -0.39 0.27
C -2.668493 -1.570940 -1.099881 0.90 0.95 -0.52
C 1.356217 1.037799 2.331763 -0.18 -0.26 0.13
C -1.747909 0.627923 -1.270200 0.20 -0.12 -0.23
C -1.743408 -2.047195 -2.023923 -0.24 -0.15 0.16
H -0.094348 -1.533801 -3.278058 0.09 -0.08 -0.08
C -0.143383 1.130378 2.052533 0.25 0.22 -0.03
C -2.678779 -0.233142 -0.724051 -0.25 -0.41 0.11
H -1.751747 1.668730 -0.984091 0.02 0.12 0.04
H -1.764792 -3.089851 -2.301047 0.00 -0.03 -0.01
H -1.625565 2.605140 1.500313 -0.11 0.11 -0.05
C -0.555029 2.550322 1.684323 -0.05 -0.27 0.04
H -0.027746 2.883415 0.792051 0.04 0.08 -0.11
C 1.666972 0.705003 -2.362742 -0.31 0.17 -0.19
H 4.003692 -1.081789 0.811599 0.18 -0.06 0.03
C 1.824225 -0.379685 2.665369 -0.01 0.12 -0.15
H 0.872948 0.023265 -0.590194 0.29 0.00 -0.18
N 1.737105 0.158132 -1.113978 -0.69 -0.33 0.87
H -0.425694 0.453847 1.241194 -0.05 -0.09 0.03
H 0.062364 2.112678 -2.425231 0.00 -0.01 -0.04
O -3.597718 -3.633457 -0.883756 -0.04 -0.24 -0.05
```
Forces are in eV/Å.

Summary:
* Kohn-Sham gap: 8.630 eV
* structure (SMILES): CCCCC/C=N\NC(=O)Cc1ccc([N+](=O)[O-])cc1
* total charge: 0

Atomic partial charges in e from the Mulliken method, atoms 1 to 8: H 0.43; C -0.98; C -0.38; H 0.39; H 0.49; H 0.32; C -0.06; H 0.17

***

3.
The following is a DFT calculation (ωB97M-V/def2-TZVPD) of a molecular structure, C29H46FeP2Se at a distorted geometry.

XYZ file:
```
79
Properties=species:S:1:pos:R:3:forces:R:3
H -2.351618 -3.799746 -1.572676 0.00 -0.17 0.02
H 3.002332 -1.361846 -2.843869 -0.66 -0.14 0.28
C 2.412643 0.961937 2.273166 -1.02 0.06 0.37
C 4.146151 -0.116003 0.631204 0.57 -0.22 -0.19
H -1.270889 4.102995 -0.496749 -0.31 -0.02 -0.24
C 1.264625 -0.936420 2.871906 -0.17 2.10 0.52
C -1.136871 3.117765 -0.985880 -0.13 4.36 0.29
P -1.895915 1.625771 0.838294 0.60 0.41 -1.62
H -0.099328 4.484097 -2.284053 -0.20 -0.12 -0.10
C -2.654611 1.449504 -3.226799 -0.54 -0.45 0.31
C -0.657022 -5.743260 1.340357 -0.15 0.54 -0.29
H -1.165069 3.285676 2.407424 -0.47 -0.13 -0.09
C 3.060071 1.198786 -2.402550 -0.07 0.52 -0.49
H 0.239259 -3.875789 1.868877 -0.11 -0.06 -0.22
C -3.089371 0.315643 1.226283 0.18 -0.11 0.68
H 0.580985 2.648133 0.525425 -0.16 -0.08 0.10
P 1.587966 0.295610 -1.720189 -0.12 -0.74 0.42
C -2.463969 2.403115 -0.830763 -2.85 1.64 1.33
C -1.886643 -4.345645 -0.758825 0.27 -0.44 0.27
C -1.561487 0.493581 -2.750996 -0.48 -1.61 -2.30
C -1.512421 -6.419319 0.462210 0.12 0.11 0.03
H -2.796179 -6.234397 -1.260954 0.09 0.09 0.12
H -3.870326 0.303145 0.456587 0.24 -0.13 0.11
H 1.422672 -2.101349 -2.310132 0.30 0.16 -0.24
H -3.120834 3.076064 -0.216311 0.20 0.01 -0.84
H -1.523176 -0.385200 -3.395840 0.02 0.02 -0.09
H 0.628691 1.102846 5.004826 -0.20 0.14 -0.45
H 3.558331 2.716000 2.701817 -0.29 -0.04 -0.29
H 2.411791 -3.474583 2.132514 0.12 0.37 -0.24
H 0.449884 0.501011 -3.568918 -1.09 0.41 0.03
H 3.510838 -2.742494 0.921106 -0.18 -0.01 0.28
C -0.324442 2.359551 0.010812 0.85 -0.56 1.04
H -2.546894 -0.640350 1.277481 -0.54 0.19 0.13
H 3.079950 2.553319 0.990662 -0.23 -0.03 0.57
H 1.865464 3.034241 2.245005 0.47 -0.20 -0.11
H -0.164397 -6.279038 2.153385 -0.17 0.20 -0.22
H -3.366486 0.868184 -3.813474 -0.05 0.09 -0.08
H 4.529297 0.899145 0.478827 0.00 -0.17 0.01
C 0.398658 1.241941 3.927992 -0.08 0.13 0.59
C -0.066373 1.051970 -2.753004 3.06 0.06 -4.11
H 0.454449 2.317914 3.728712 -0.03 -0.15 0.08
H -1.884660 -0.121550 -1.781750 -0.45 0.28 -0.82
C -2.114679 2.784855 2.175851 -0.28 0.09 1.10
H 1.785003 -2.829878 0.595048 0.33 -0.06 0.34
Se -0.585928 -1.814556 -0.302477 -0.18 -1.11 0.74
H -0.153356 2.619764 -4.237398 -0.04 -0.08 0.08
C 0.098726 2.529225 -3.173354 -0.16 0.11 -0.62
H -4.000628 2.897810 -2.324935 0.36 -0.23 0.27
H -2.453428 2.183679 3.031545 0.18 0.50 0.05
C 1.906095 -1.225278 -2.767006 -0.24 -0.07 0.21
C -0.702148 3.577319 -2.395627 0.46 -0.71 0.17
C -1.004410 -3.648385 0.096469 -0.21 -0.53 -0.09
H 2.822778 2.168703 -2.841988 0.13 -0.03 0.12
C -3.388583 2.031583 -2.015310 -0.05 -0.12 0.26
C 2.312234 -1.310253 1.967042 1.91 1.90 -0.96
H 3.784664 1.374112 -1.592271 -0.35 -0.15 -0.33
H -2.901961 3.517736 1.965032 0.13 -0.04 -0.08
H 1.527529 -1.110918 -3.788652 0.07 -0.06 0.04
C -2.128675 -5.718113 -0.576425 0.08 0.57 0.01
C 2.737293 2.388240 2.034231 0.29 0.46 0.05
H 0.627171 -2.824444 3.709000 -0.09 0.36 -0.07
C 2.526395 -2.653666 1.400749 0.09 -0.64 -0.54
H -1.686062 -7.494173 0.591175 0.04 0.50 -0.10
H -0.649003 0.924594 3.778111 0.36 0.10 0.09
H -4.100158 1.295797 -1.618724 0.02 0.01 -0.19
H -3.508991 0.619539 2.192885 -0.19 -0.64 -0.18
C 0.229746 -1.837576 3.418638 -0.54 -0.15 0.32
H -0.559980 -2.009982 2.662958 0.27 -0.01 0.22
H 5.001108 -0.736938 0.970613 -0.38 0.32 -0.18
C 3.029771 -0.137632 1.616958 -0.80 -2.89 -0.04
H -1.623058 3.828814 -2.932944 0.27 0.26 0.13
C -0.421812 -4.372479 1.171164 -0.06 -0.13 -0.23
H 3.837106 -0.513974 -0.358560 0.18 0.15 0.52
H 3.516831 0.583131 -3.199562 -0.13 0.44 0.47
H -0.274816 -1.396948 4.289765 0.23 -0.15 -0.15
H 1.158594 2.754694 -3.158283 0.00 0.17 0.20
H -2.288730 2.239372 -3.881514 0.14 -0.25 0.05
Fe -0.892186 1.012673 -1.071431 2.13 -2.85 4.08
C 1.342472 0.472594 3.068087 -0.29 -1.31 -0.29
```
Forces are in eV/Å.

Summary:
* Kohn-Sham gap (spin up / spin down): 6.850 / 4.408 eV
* total charge: +1
* spin multiplicity: 6
* expectation value of S²: 8.851

Atomic partial charges in e from the Mulliken method, atoms 1 to 8: H 0.44; H 0.51; C 0.99; C -1.54; H 0.56; C 0.72; C 0.65; P 1.44

***

Molar mass
In order: 611.4; 277.3; 591.4
Unit: g mol⁻¹
ΔE to the lowest compared entry with this formula, charge and spin
In order: 28.1; 410.8; 560.8
Unit: kJ/mol